<P>
Here is C2H8N4 in the gas phase from OMol25. Energies are from ωB97M-V/def2-TZVPD.

Summary:
HOMO-LUMO gap ... 9.07 eV
HOMO ... -7.91 eV
Structure (SMILES) ... CN/N=C/NN

Element x y z (Å)
N (1.77, -0.74, -0.02)
N (0.42, -1.09, 0.03)
N (-1.80, -0.56, -0.42)
N (-2.68, 0.41, 0.18)
C (2.17, 0.66, -0.09)
C (-0.44, -0.21, -0.28)
H (-0.20, 0.82, -0.50)
H (-1.98, -1.54, -0.13)
H (3.26, 0.66, 0.14)
H (-2.81, 0.16, 1.18)
H (2.21, -1.26, 0.75)
H (-3.57, 0.33, -0.31)
H (1.59, 1.30, 0.61)
H (2.04, 1.07, -1.12)

Now the Löwdin charges, all in e: N -0.163; N -0.001; N -0.128; N -0.024; C -0.152; C -0.259; H 0.097; H 0.124; H 0.085; H 0.080; H 0.109; H 0.071; H 0.075; H 0.084

***

<Q>
Here is C2H8N4 in the gas phase from OMol25. Energies are from ωB97M-V/def2-TZVPD.

Summary:
HOMO-LUMO gap ... 8.32 eV
HOMO ... -7.79 eV

Element x y z (Å)
N (1.53, -0.91, 0.53)
N (-1.86, 0.29, -0.42)
N (0.41, 0.66, -1.29)
N (0.31, -0.28, 0.66)
C (-0.74, -0.28, -0.68)
C (0.00, 0.45, 1.67)
H (2.08, -0.47, -0.21)
H (0.41, 1.59, -0.88)
H (-0.62, -1.32, -1.02)
H (0.75, 0.81, 2.36)
H (-2.64, -0.36, -0.39)
H (-1.01, 0.86, 1.66)
H (1.33, -1.88, 0.24)
H (0.04, 0.85, -2.22)

Now the Löwdin charges, all in e: N 0.050; N -0.019; N -0.003; N -0.210; C -0.484; C 0.093; H 0.078; H 0.055; H 0.121; H 0.092; H 0.014; H 0.073; H 0.093; H 0.047

***

<R>
Here is a molecular structure, C2H8N4 from OMol25. Energies are from ωB97M-V/def2-TZVPD.

Summary:
HOMO-LUMO gap ... 9.65 eV
HOMO ... -8.62 eV

Element x y z (Å)
N (0.20, 1.38, -0.81)
N (-0.73, -0.62, -1.72)
N (-1.27, -0.26, 0.85)
N (0.29, -0.65, 0.38)
C (1.36, -0.04, 1.09)
C (-0.26, 0.16, -0.66)
H (-1.29, 0.59, 1.41)
H (-0.78, -0.17, -2.62)
H (2.22, 0.01, 0.41)
H (-1.40, -1.08, 1.44)
H (1.17, 1.02, 1.32)
H (-0.76, -1.62, -1.55)
H (1.55, -0.60, 2.00)
H (-0.30, 1.89, -1.54)

Now the Löwdin charges, all in e: N 0.075; N 0.104; N 0.105; N -0.074; C -0.138; C -0.673; H 0.086; H 0.087; H 0.096; H 0.076; H 0.070; H 0.083; H 0.076; H 0.027

***

Preferred: <P>; penalty for the next structure: 15.3 kcal/mol.

***

<P>
Here is C5H4N2 in the gas phase from OMol25. Energies are from ωB97M-V/def2-TZVPD.

Summary:
HOMO-LUMO gap ... 9.23 eV
HOMO ... -9.79 eV

Element x y z (Å)
N (0.29, 1.89, -0.12)
N (-1.31, -0.92, 1.14)
C (-0.87, 2.05, -0.31)
C (1.34, 1.04, 0.24)
C (1.18, -0.18, -0.24)
C (0.28, -1.00, -0.73)
C (-1.06, -0.94, -0.10)
H (-1.88, -0.81, -0.81)
H (2.07, 1.43, 0.94)
H (-0.43, -1.01, 1.65)
H (0.38, -1.56, -1.66)

Now the Löwdin charges, all in e: N -0.046; N 0.113; C 0.059; C -0.142; C -0.002; C -0.077; C -0.284; H 0.113; H 0.106; H 0.057; H 0.104

***

<Q>
Here is C5H4N2 in the gas phase from OMol25. Energies are from ωB97M-V/def2-TZVPD.

Summary:
HOMO-LUMO gap ... 10.08 eV
HOMO ... -9.96 eV
Structure (SMILES) ... C#C[C@H]1N[C@H]1C#N

Element x y z (Å)
N (-2.37, 2.01, 0.38)
N (-0.68, -1.14, 0.58)
C (1.40, 0.42, 0.33)
C (-1.14, -0.14, -0.40)
C (2.60, 0.41, 0.18)
C (0.30, -0.39, -0.17)
C (-1.81, 1.06, 0.05)
H (3.47, 0.06, -0.31)
H (-0.79, -0.81, 1.53)
H (-1.54, -0.56, -1.32)
H (0.76, -0.99, -0.94)

Now the Löwdin charges, all in e: N 0.154; N 0.085; C -0.048; C -0.258; C 0.114; C -0.322; C -0.173; H 0.047; H 0.113; H 0.143; H 0.143

***

Preferred: <P>; penalty for the next structure: 1.6 kcal/mol.

***

<P>
Here is a molecular structure, C40H42IrN7O4PS2 from OMol25. Energies are from ωB97M-V/def2-TZVPD.

Summary:
HOMO-LUMO gap (alpha / beta) ... 5.02 / 5.02 eV
HOMO (alpha / beta) ... -12.66 / -12.66 eV
⟨S²⟩ ... 0.77
Spin multiplicity ... 2
Total charge ... +2

Element x y z (Å)
Ir (0.09, 0.00, -0.37)
S (-1.08, -2.08, -0.49)
S (-1.89, -2.59, 2.44)
P (2.40, 0.02, -0.07)
O (0.40, -2.10, 2.45)
O (-0.01, 0.00, 1.68)
O (-6.73, 3.01, 0.90)
O (-3.38, -2.85, 0.46)
N (-5.88, 3.85, -1.03)
N (-4.68, 2.27, 0.26)
N (-1.56, 0.21, -4.40)
N (0.39, -1.22, -4.54)
N (-0.02, 0.06, -2.50)
N (-1.13, 1.81, -0.31)
N (0.66, 1.18, -4.55)
C (1.16, -0.10, -5.09)
C (-1.62, 4.09, -0.72)
C (-4.94, 4.59, -4.51)
C (-3.37, 2.60, -0.05)
C (-0.73, 3.04, -0.67)
C (-5.42, 4.72, -3.22)
C (4.34, -2.29, -2.81)
C (4.23, 1.82, -1.29)
C (-1.45, 0.21, -2.96)
C (-2.41, 1.60, 0.01)
C (4.71, 0.09, 3.25)
C (-3.87, 3.26, -6.38)
C (4.01, 4.20, -0.99)
C (3.53, -2.48, -0.16)
C (-5.33, 3.66, -2.33)
C (2.88, 4.01, -0.21)
C (3.86, -0.39, 4.24)
C (4.69, 3.11, -1.51)
C (2.09, -0.55, 2.64)
C (3.67, -1.23, -2.23)
C (3.28, -1.31, -0.88)
C (-4.77, 2.47, -2.76)
C (2.93, -0.09, 1.65)
C (0.78, 1.18, -3.12)
C (0.50, -1.23, -3.11)
C (3.07, 1.63, -0.53)
C (-4.37, 3.40, -4.96)
C (0.71, -0.92, 2.25)
C (-0.75, 1.32, -4.93)
C (-1.02, -1.05, -4.92)
C (4.19, -3.54, -0.76)
C (-2.95, 3.88, -0.42)
C (-3.83, -2.89, -0.92)
C (4.61, -3.44, -2.08)
C (-4.29, 2.35, -4.06)
C (2.55, -0.72, 3.94)
C (2.41, 2.73, 0.02)
C (-2.17, -2.50, 0.80)
C (-5.84, 3.05, 0.09)
C (4.25, 0.23, 1.95)
H (4.66, -2.22, -3.85)
H (-5.87, 5.65, -2.90)
H (-3.75, -1.91, -1.38)
H (-1.14, 2.26, -4.55)
H (1.89, -1.11, 4.70)
H (-4.74, 1.61, -2.10)
H (-3.05, 3.96, -6.57)
H (-3.66, 4.70, -0.44)
H (4.78, 0.97, -1.67)
H (-3.87, 1.40, -4.39)
H (2.21, -0.21, -4.82)
H (-4.87, -3.19, -0.86)
H (-0.07, -2.06, -2.70)
H (1.06, -0.09, -6.17)
H (4.37, 5.20, -1.18)
H (3.46, -0.34, -2.81)
H (1.82, 1.06, -2.83)
H (0.40, 2.12, -2.73)
H (-0.83, 1.32, -6.02)
H (-1.60, -1.89, -4.53)
H (2.38, 4.86, 0.23)
H (-3.53, 2.25, -6.58)
H (-1.09, -1.04, -6.01)
H (0.32, 3.17, -0.91)
H (4.39, -4.43, -0.19)
H (-5.02, 5.43, -5.19)
H (-4.82, 1.54, 0.95)
H (-6.60, 4.55, -0.96)
H (1.54, -1.35, -2.83)
H (1.55, 2.56, 0.67)
H (4.23, -0.52, 5.26)
H (-1.84, 1.16, -2.58)
H (5.73, 0.36, 3.49)
H (5.14, -4.26, -2.54)
H (-2.03, -0.62, -2.55)
H (-1.27, 5.08, -0.99)
H (-3.26, -3.63, -1.48)
H (-2.67, 0.60, 0.34)
H (5.59, 3.26, -2.09)
H (4.92, 0.60, 1.18)
H (-4.66, 3.51, -7.08)
H (3.20, -2.56, 0.87)

Now the Löwdin charges, all in e: Ir 1.041; S 0.747; S 1.061; P 1.025; O -0.052; O -0.230; O 0.123; O -0.179; N 0.138; N 0.142; N -0.077; N -0.068; N -0.233; N -0.072; N -0.066; C -0.125; C 0.009; C -0.024; C -0.213; C -0.136; C -0.010; C -0.041; C -0.074; C -0.187; C -0.062; C -0.030; C -0.042; C -0.038; C -0.050; C -0.250; C -0.050; C -0.023; C -0.040; C -0.153; C -0.132; C -0.331; C -0.033; C -0.285; C -0.155; C -0.195; C -0.364; C -0.273; C -0.616; C -0.138; C -0.129; C -0.035; C 0.044; C -0.039; C -0.030; C -0.046; C 0.019; C -0.123; C -1.101; C -0.512; C -0.043; H 0.121; H 0.122; H 0.073; H 0.133; H 0.135; H 0.106; H 0.085; H 0.133; H 0.104; H 0.096; H 0.126; H 0.111; H 0.066; H 0.139; H 0.121; H 0.084; H 0.103; H 0.113; H 0.137; H 0.137; H 0.120; H 0.070; H 0.139; H 0.075; H 0.122; H 0.125; H 0.160; H 0.161; H 0.086; H 0.100; H 0.123; H 0.108; H 0.121; H 0.123; H 0.085; H 0.129; H 0.097; H 0.122; H 0.121; H 0.118; H 0.089; H 0.117

***

<Q>
Here is a molecular structure, C40H42IrN7O4PS2 from OMol25. Energies are from ωB97M-V/def2-TZVPD.

Summary:
HOMO-LUMO gap (alpha / beta) ... 4.13 / 4.04 eV
HOMO (alpha / beta) ... -12.39 / -12.39 eV
⟨S²⟩ ... 1.22
Spin multiplicity ... 2
Total charge ... +2

Element x y z (Å)
Ir (0.47, -0.10, 0.78)
S (-0.09, 0.47, -1.32)
S (1.88, 0.48, -3.60)
P (2.76, -0.24, 1.06)
O (-6.30, 3.03, 2.05)
O (0.79, -1.99, 4.10)
O (-0.26, -1.03, -3.36)
O (0.55, -0.12, 2.83)
N (-4.18, 2.33, 1.63)
N (-2.13, -3.55, 1.97)
N (-0.66, 1.75, 1.03)
N (-0.74, -4.23, 0.10)
N (-2.75, -2.92, -0.27)
N (-0.79, -1.89, 0.78)
N (-5.38, 3.66, 0.08)
C (-1.36, -2.34, 2.11)
C (-2.00, -1.71, -0.16)
C (3.44, -0.34, 2.72)
C (5.38, -0.18, 4.12)
C (-4.42, 3.86, -3.46)
C (4.38, -3.85, 0.17)
C (-3.34, 2.26, -5.07)
C (-3.85, 2.61, -3.70)
C (-4.84, 3.28, -1.15)
C (-3.78, 1.71, -2.65)
C (4.42, 1.33, -0.56)
C (0.04, -3.03, 0.22)
C (0.59, -0.15, -2.86)
C (4.44, 3.73, -0.41)
C (-0.05, -1.48, -4.72)
C (3.37, -1.66, 0.17)
C (-1.26, -4.60, 1.43)
C (3.47, 3.69, 0.59)
C (-1.87, -3.98, -0.79)
C (4.92, 2.56, -0.97)
C (4.59, -0.47, 5.23)
C (-2.46, 3.81, 0.69)
C (-4.26, 2.02, -1.39)
C (-5.35, 3.01, 1.33)
C (2.65, -0.65, 3.82)
C (-3.24, -3.33, 1.05)
C (4.81, -0.12, 2.86)
C (3.45, 1.29, 0.43)
C (-0.26, 2.90, 0.47)
C (2.98, 2.47, 1.01)
C (3.64, -2.85, -1.90)
C (-4.92, 4.19, -2.21)
C (4.23, -3.90, -1.22)
C (3.23, -0.71, 5.09)
C (-1.92, 1.61, 1.43)
C (-2.87, 2.60, 1.24)
C (-1.14, 3.96, 0.32)
C (1.23, -0.99, 3.60)
C (3.20, -1.74, -1.21)
C (3.95, -2.73, 0.87)
H (6.44, -0.01, 4.24)
H (2.62, -0.96, 5.94)
H (-4.31, 1.69, 2.41)
H (-4.48, 4.59, -4.26)
H (5.03, -0.50, 6.21)
H (0.43, -2.72, -0.75)
H (-3.15, 4.63, 0.58)
H (-1.63, -1.42, -1.14)
H (0.95, -1.87, -4.85)
H (-2.45, -4.90, -0.90)
H (0.87, -3.19, 0.91)
H (-0.80, -2.26, -4.88)
H (3.10, 4.61, 1.03)
H (5.43, 0.11, 2.00)
H (-4.07, 2.53, -5.84)
H (-1.84, -5.52, 1.33)
H (3.52, -2.89, -2.98)
H (-1.50, -3.68, -1.77)
H (-2.43, 2.84, -5.30)
H (-0.78, 4.89, -0.09)
H (-0.54, -2.50, 2.80)
H (4.82, 4.69, -0.75)
H (4.83, -4.67, 0.70)
H (2.73, -0.92, -1.73)
H (-3.89, -2.55, 1.45)
H (4.06, -2.69, 1.94)
H (4.58, -4.77, -1.76)
H (-2.18, 0.68, 1.93)
H (-3.36, 0.73, -2.83)
H (-3.82, -4.25, 0.96)
H (-1.98, -1.54, 2.50)
H (-6.09, 4.37, 0.07)
H (-0.21, -0.65, -5.41)
H (0.77, 2.97, 0.14)
H (2.25, 2.42, 1.82)
H (-3.10, 1.20, -5.16)
H (-4.23, 1.28, -0.60)
H (-0.43, -4.78, 2.11)
H (5.69, 2.60, -1.73)
H (-2.62, -0.92, 0.25)
H (-5.36, 5.16, -2.04)
H (4.80, 0.42, -1.01)

Now the Löwdin charges, all in e: Ir 1.101; S 0.764; S 0.835; P 1.014; O 0.129; O 0.124; O -0.223; O -0.259; N 0.146; N -0.065; N -0.139; N -0.067; N -0.063; N -0.168; N 0.128; C -0.142; C -0.196; C -0.294; C -0.032; C -0.028; C -0.035; C -0.046; C -0.274; C -0.253; C -0.048; C -0.065; C -0.167; C -1.199; C -0.032; C -0.042; C -0.351; C -0.122; C -0.051; C -0.129; C -0.039; C -0.020; C 0.047; C -0.032; C -0.501; C -0.142; C -0.136; C -0.056; C -0.354; C -0.167; C -0.116; C -0.041; C -0.009; C -0.028; C 0.021; C -0.064; C -0.208; C 0.011; C -0.552; C -0.127; C -0.053; H 0.122; H 0.136; H 0.164; H 0.124; H 0.124; H 0.117; H 0.137; H 0.060; H 0.082; H 0.141; H 0.129; H 0.104; H 0.121; H 0.121; H 0.088; H 0.140; H 0.117; H 0.132; H 0.085; H 0.130; H 0.087; H 0.121; H 0.122; H 0.015; H 0.138; H 0.116; H 0.123; H 0.115; H 0.103; H 0.141; H 0.131; H 0.157; H 0.100; H 0.082; H 0.112; H 0.070; H 0.100; H 0.142; H 0.121; H 0.117; H 0.120; H 0.111

***

Preferred: <P>; penalty for the next structure: 16.6 kcal/mol.

***

<P>
Here is 2 unconnected molecules or ions with the total composition C4H8N2O2S from OMol25. Energies are from ωB97M-V/def2-TZVPD.

Summary:
HOMO-LUMO gap (alpha / beta) ... 7.76 / 7.76 eV
HOMO (alpha / beta) ... -8.49 / -8.49 eV
Structure (SMILES) ... N/C=C\C=S.O=CNO

Element x y z (Å)
S (1.34, 3.13, -0.12)
O (-0.95, -2.90, 0.96)
O (-1.79, -0.33, 1.33)
N (-1.18, 1.28, -0.90)
N (-0.08, -1.86, 1.12)
C (1.15, 0.41, -0.89)
C (1.79, 1.65, -0.73)
C (-0.28, 0.26, -0.94)
C (-0.61, -0.61, 1.25)
H (-0.64, 2.01, -0.38)
H (1.82, -0.40, -1.10)
H (-2.10, 1.04, -0.54)
H (0.81, -1.95, 0.76)
H (-0.68, -0.78, -0.99)
H (0.32, 0.10, 1.34)
H (2.84, 1.46, -1.00)
H (-1.75, -2.51, 0.82)

Now the Löwdin charges, all in e: S 0.625; O 0.057; O 0.020; N 0.120; N -0.009; C -0.222; C -0.689; C -0.198; C -0.403; H 0.009; H 0.091; H 0.105; H 0.117; H 0.126; H 0.167; H 0.048; H 0.035

***

<Q>
Here is 2 unconnected molecules or ions with the total composition C4H8N2O2S from OMol25. Energies are from ωB97M-V/def2-TZVPD.

Summary:
HOMO-LUMO gap ... 7.15 eV
HOMO ... -7.96 eV

Element x y z (Å)
S (-0.89, 1.76, 3.16)
O (0.00, 2.65, -0.52)
O (1.31, 3.31, 1.36)
N (-0.59, 0.11, 0.13)
N (0.31, 2.62, 0.91)
C (-0.36, 1.94, 1.70)
C (0.30, -0.68, -0.30)
C (-1.87, 0.08, -0.50)
C (1.67, -0.74, 0.33)
H (0.04, -1.45, -0.94)
H (1.90, -1.83, 0.57)
H (2.47, -0.46, -0.34)
H (-1.86, -0.83, -1.12)
H (-2.17, 1.00, -1.05)
H (0.38, 3.43, -0.98)
H (1.75, -0.26, 1.30)
H (-2.40, -0.04, 0.39)

Now the Löwdin charges, all in e: S 0.801; O 0.015; O -0.090; N -0.064; N -0.352; C -0.657; C -0.190; C -0.098; C -0.052; H 0.092; H 0.089; H 0.071; H 0.079; H 0.102; H 0.126; H 0.073; H 0.055

***

Preferred: <P>; penalty for the next structure: 76.6 kcal/mol.